ORCA calculation (the ωB97M-V functional and the def2-TZVPD basis) on 5 unconnected molecules or ions with the total composition C25H25BF4N9O3 at a distorted geometry.

XYZ file:
```
67
Properties=species:S:1:pos:R:3:forces:R:3:mulliken_charge:R:1
N 5.367 -0.718 1.383 -2.91 5.78 -1.27 -0.3315
C 4.822 0.320 1.057 1.37 -3.45 -1.49 0.4484
O 4.192 1.292 0.193 -1.82 -3.32 1.60 -0.2205
C 2.917 0.747 -0.217 -3.18 -1.36 -0.87 0.3802
N 1.680 1.449 -0.420 1.67 -2.96 0.22 -0.4687
C 0.666 0.473 -0.797 6.98 -0.83 1.07 0.1698
N -0.642 0.647 -1.056 0.87 0.70 -0.59 -0.0239
C -1.285 1.981 -0.946 -1.41 0.84 0.40 0.5383
F -0.531 3.046 -1.487 -1.43 -3.34 1.08 -0.2424
F -2.527 1.894 -1.641 3.05 0.02 1.41 -0.2933
C -1.678 2.244 0.615 -0.51 0.99 0.37 0.2743
F -2.192 1.008 1.133 1.51 2.45 -1.19 -0.2979
F -0.575 2.697 1.394 -2.08 -1.56 -1.80 -0.2739
N 1.402 -0.766 -0.827 -2.84 0.16 -0.91 0.6460
B 0.920 -2.197 -1.129 -1.48 -2.98 0.37 0.2037
O 0.699 -3.016 0.051 -0.55 3.13 -2.68 -0.5120
O 0.682 -2.677 -2.463 -0.53 1.98 2.97 -0.4166
N 2.719 -0.660 -0.491 0.11 5.16 0.91 -0.2076
H -1.224 -0.156 -1.330 0.26 0.82 0.18 0.2096
H -2.487 3.069 0.633 1.17 -1.34 0.09 0.4270
H 0.242 -2.396 0.683 0.99 -1.10 -0.04 0.3684
H -0.292 -2.573 -2.632 1.13 -0.63 -0.17 0.2976
H 3.359 -1.467 -0.465 -0.42 0.58 0.14 0.3544
N 2.446 -4.131 2.898 0.58 -0.01 -0.08 -0.4025
C 3.259 -3.739 1.904 -0.37 -0.19 0.57 0.4209
C 4.611 -4.010 1.864 0.18 -0.05 -0.01 -0.3844
C 5.172 -4.725 2.912 0.12 -0.09 0.09 -0.3887
C 4.358 -5.143 3.954 0.10 0.09 -0.19 -0.3863
C 3.010 -4.824 3.900 -0.45 0.28 -0.34 -0.2580
H 2.778 -3.181 1.108 0.02 -0.07 0.01 -0.0116
H 5.216 -3.668 1.033 0.02 -0.03 0.06 0.3044
H 6.233 -4.953 2.917 -0.09 0.02 -0.01 0.3843
H 4.760 -5.703 4.789 -0.05 0.03 -0.04 0.3712
H 2.331 -5.131 4.689 0.08 0.00 -0.02 0.3755
N -0.362 -4.155 -6.235 0.59 0.18 -0.25 -0.5545
C -0.187 -4.162 -7.567 -0.26 -0.04 0.54 -0.1906
C 1.026 -3.909 -8.186 0.13 0.04 0.11 -0.3681
C 2.125 -3.629 -7.387 0.09 0.02 -0.06 -0.2884
C 1.972 -3.614 -6.007 -0.04 0.01 -0.12 -0.4034
C 0.718 -3.883 -5.485 -0.55 -0.15 -0.29 -0.2266
H -1.076 -4.382 -8.148 0.07 0.01 -0.02 0.3699
H 1.110 -3.930 -9.265 -0.03 -0.01 0.07 0.3625
H 3.092 -3.425 -7.834 -0.07 -0.02 0.03 0.3620
H 2.809 -3.399 -5.354 -0.04 -0.03 -0.02 0.3316
H 0.548 -3.887 -4.414 0.13 -0.08 -0.11 0.6102
N -5.396 0.165 4.117 0.49 0.40 0.29 -0.5207
C -5.446 0.471 5.424 -0.13 -0.23 -0.57 -0.3097
C -4.518 1.277 6.064 0.14 0.06 -0.09 -0.2683
C -3.472 1.795 5.314 0.05 0.06 0.07 -0.5336
C -3.395 1.494 3.962 -0.06 0.03 0.16 0.0365
C -4.375 0.682 3.415 -0.49 -0.28 0.21 -0.1691
H -6.280 0.039 5.967 0.05 0.05 0.02 0.3540
H -4.610 1.492 7.121 -0.02 -0.03 -0.06 0.3658
H -2.724 2.429 5.779 -0.06 -0.04 -0.03 0.3830
H -2.592 1.881 3.347 -0.05 -0.02 0.09 0.1736
H -4.361 0.420 2.361 0.03 0.04 0.03 0.4102
N -2.872 5.346 -0.104 0.35 0.44 0.15 -0.3694
C -3.525 6.332 0.535 0.05 -0.50 -0.17 -0.2315
C -3.053 7.630 0.634 0.15 -0.01 -0.11 -0.4698
C -1.833 7.933 0.045 0.03 0.08 0.02 -0.1543
C -1.136 6.933 -0.619 -0.13 0.09 0.08 -0.7957
C -1.694 5.667 -0.667 -0.40 -0.14 0.13 0.0043
H -4.472 6.045 0.982 0.03 0.07 0.00 0.3838
H -3.624 8.386 1.159 0.01 -0.07 -0.03 0.3617
H -1.430 8.938 0.103 -0.03 -0.07 0.00 0.3854
H -0.182 7.134 -1.090 -0.06 -0.03 0.01 0.3649
H -1.192 4.854 -1.177 -0.08 0.48 0.08 0.5397
```
Forces are in eV/Å.

The HOMO-LUMO gap is 6.88 eV. The HOMO energy is -11.42 eV. Its energy is -2110.13827 Ha. Its net charge is +1.

***

ORCA calculation (the ωB97M-V functional and the def2-TZVPD basis) on 11 unconnected molecules or ions with the total composition C54H63N13P at a distorted geometry.

XYZ file:
```
131
Properties=species:S:1:pos:R:3:forces:R:3:mulliken_charge:R:1
N 5.081 -2.247 -0.308 -2.37 -0.11 -2.53 -0.6733
P 4.487 -2.014 -1.830 3.39 0.07 5.50 0.4356
N 2.715 -2.181 -1.696 -1.21 0.17 -1.37 0.1318
C 2.183 -3.571 -2.039 -1.08 -2.36 -0.35 -0.5050
C 0.660 -3.651 -1.438 -0.19 -1.43 -0.75 -0.6606
N -0.271 -2.549 -1.887 1.71 0.41 0.03 -0.2065
C 0.389 -1.190 -1.921 0.61 1.05 -0.04 -0.5158
C 1.925 -1.209 -2.571 -2.13 0.61 -1.76 -0.6254
H 4.292 -2.478 0.351 1.26 0.22 -0.65 0.2186
H 5.096 -2.935 -2.775 -1.11 0.78 -0.12 0.1265
H 4.837 -0.625 -2.135 -0.85 -1.19 -0.82 0.1204
H 2.420 -1.960 -0.698 0.83 -0.22 -0.92 0.3155
H 2.185 -3.771 -3.211 0.11 0.90 2.52 0.3855
H 2.814 -4.448 -1.565 -1.02 2.11 -0.65 0.3431
H 0.196 -4.672 -1.847 1.11 2.20 1.04 0.3818
H 0.755 -3.771 -0.273 -0.35 0.62 -2.13 0.2604
H -0.790 -2.778 -2.762 0.94 0.29 1.01 0.3312
H 0.519 -0.741 -0.827 -0.33 -1.07 -2.11 0.0943
H -0.245 -0.410 -2.530 1.21 -1.72 1.14 0.3721
H 1.864 -1.664 -3.672 0.30 1.08 2.42 0.3009
H 2.405 -0.144 -2.655 -0.86 -2.11 0.56 0.3183
N 1.173 -0.643 1.921 -0.52 -0.17 0.42 -0.2841
C -0.078 -1.150 1.892 0.72 0.29 0.08 0.0050
C -0.943 -1.132 2.975 0.09 0.06 0.11 -0.8566
C -0.498 -0.562 4.163 0.05 -0.02 -0.07 -0.1058
C 0.787 -0.033 4.225 -0.37 -0.12 0.00 -0.1734
C 1.577 -0.095 3.088 -0.04 -0.25 -0.73 -0.5349
H -0.378 -1.587 0.944 -0.15 -0.03 0.06 0.2855
H -1.939 -1.552 2.894 0.09 0.04 -0.03 0.3832
H -1.146 -0.531 5.033 0.06 0.03 -0.11 0.3948
H 1.164 0.417 5.136 0.14 0.00 -0.11 0.6158
H 2.586 0.308 3.085 -0.10 -0.01 0.08 0.3987
N 0.592 0.570 -5.561 -0.61 0.49 0.10 -0.4627
C 0.719 1.891 -5.310 0.01 -0.83 -0.12 -0.2431
C -0.309 2.807 -5.466 -0.19 -0.11 -0.08 -0.4951
C -1.542 2.343 -5.911 0.02 -0.02 0.01 -0.2276
C -1.703 0.988 -6.180 0.02 0.11 0.07 0.0416
C -0.618 0.149 -5.990 0.77 0.26 0.30 -0.4223
H 1.701 2.205 -4.968 -0.07 0.05 -0.04 0.3532
H -0.151 3.857 -5.246 0.02 -0.11 -0.02 0.3782
H -2.371 3.032 -6.046 0.10 -0.10 0.00 0.3799
H -2.652 0.595 -6.528 0.03 0.09 -0.04 0.3535
H -0.694 -0.918 -6.183 -0.05 0.07 -0.04 0.3802
N -4.932 0.569 -7.450 -0.89 -0.27 0.29 -0.4248
C -5.377 -0.699 -7.589 0.34 0.78 0.07 -0.1227
C -6.673 -1.097 -7.301 -0.04 0.26 0.07 -0.6749
C -7.567 -0.138 -6.837 -0.12 -0.06 -0.03 0.1282
C -7.138 1.176 -6.681 0.06 -0.28 -0.09 -0.2550
C -5.823 1.478 -7.000 0.62 -0.48 -0.28 -0.3798
H -4.641 -1.411 -7.951 -0.07 0.01 0.00 0.3533
H -6.977 -2.129 -7.434 0.04 0.10 0.00 0.3551
H -8.591 -0.412 -6.599 0.10 0.05 -0.01 0.4764
H -7.810 1.946 -6.321 0.12 -0.05 -0.08 0.2219
H -5.441 2.490 -6.898 -0.07 -0.05 0.00 0.3437
N 8.434 -1.859 -4.887 -0.17 -0.98 0.07 -0.5733
C 7.912 -2.518 -3.830 0.34 0.47 -0.83 -0.4120
C 7.786 -3.896 -3.767 0.00 -0.04 -0.21 -0.2908
C 8.217 -4.647 -4.855 0.01 -0.05 -0.09 -0.3815
C 8.757 -3.997 -5.960 -0.13 -0.19 0.25 -0.2867
C 8.845 -2.614 -5.929 -0.23 0.67 0.68 -0.2196
H 7.587 -1.888 -3.007 0.08 -0.01 0.07 0.5148
H 7.362 -4.373 -2.890 0.09 0.02 0.01 0.4700
H 8.133 -5.730 -4.843 0.03 0.13 -0.01 0.3918
H 9.102 -4.553 -6.825 0.00 0.04 0.07 0.4125
H 9.263 -2.061 -6.765 -0.03 -0.08 0.05 0.3993
N -10.385 -0.285 -5.029 -0.13 0.14 1.05 -0.4558
C -10.911 -1.239 -4.231 0.33 0.55 -0.64 -0.2135
C -11.109 -1.081 -2.868 0.09 0.26 0.08 -0.4318
C -10.742 0.128 -2.286 0.00 -0.01 0.00 -0.1282
C -10.196 1.129 -3.083 -0.10 -0.20 0.11 -0.5848
C -10.040 0.878 -4.436 -0.23 -0.75 -0.44 -0.0653
H -11.178 -2.166 -4.731 0.00 0.06 0.07 0.3708
H -11.539 -1.880 -2.276 0.04 0.07 -0.08 0.3519
H -10.881 0.289 -1.221 0.01 -0.02 -0.13 0.3625
H -9.899 2.082 -2.659 -0.03 -0.08 -0.06 0.3429
H -9.621 1.629 -5.100 -0.08 -0.03 0.12 0.4200
N 11.813 -5.711 -8.212 0.40 0.63 -0.65 -0.5431
C 11.998 -4.390 -7.994 -0.15 -0.91 -0.11 -0.1540
C 12.632 -3.543 -8.889 0.07 -0.12 -0.20 -0.4811
C 13.110 -4.081 -10.079 0.00 -0.01 -0.02 -0.2019
C 12.938 -5.438 -10.330 0.02 0.29 0.08 -0.3740
C 12.287 -6.204 -9.376 -0.36 0.19 0.81 -0.1818
H 11.610 -4.018 -7.050 0.06 0.03 -0.04 0.5158
H 12.750 -2.489 -8.663 -0.01 -0.10 0.00 0.3475
H 13.614 -3.448 -10.804 -0.06 -0.08 0.09 0.3627
H 13.300 -5.888 -11.248 -0.04 0.02 0.10 0.3528
H 12.125 -7.268 -9.528 0.04 0.09 -0.02 0.3614
N 2.680 1.402 6.570 0.68 0.42 0.77 -0.2746
C 2.160 2.319 7.415 0.09 -0.60 -0.79 -0.3587
C 2.877 2.918 8.438 0.31 -0.08 0.03 -0.5523
C 4.208 2.555 8.609 -0.07 0.03 -0.01 -0.1873
C 4.772 1.612 7.756 -0.13 0.12 0.08 -0.6377
C 3.976 1.071 6.760 -0.76 0.12 -0.17 -0.2071
H 1.116 2.567 7.243 0.26 0.06 0.13 0.6433
H 2.408 3.651 9.086 -0.03 -0.12 -0.11 0.3013
H 4.802 3.003 9.401 -0.06 -0.05 -0.09 0.3836
H 5.807 1.308 7.863 -0.10 0.01 -0.03 0.3605
H 4.371 0.334 6.066 0.03 0.03 0.08 0.3707
N -0.435 3.057 8.915 -0.98 -0.21 0.69 -0.1620
C -0.772 3.680 10.065 0.29 -0.40 -0.71 -0.2655
C -1.963 3.464 10.739 -0.11 -0.13 -0.13 -0.6396
C -2.868 2.556 10.200 0.02 0.00 -0.05 -0.3633
C -2.551 1.900 9.015 -0.05 0.10 0.22 -0.4937
C -1.334 2.180 8.417 0.65 0.43 0.35 -0.0276
H -0.034 4.382 10.444 -0.07 -0.02 0.03 0.3737
H -2.180 3.991 11.661 0.04 -0.03 -0.09 0.4015
H -3.813 2.362 10.699 0.11 0.02 -0.06 0.4003
H -3.236 1.187 8.570 0.09 0.08 -0.03 0.4029
H -1.039 1.691 7.493 -0.10 0.00 0.02 0.3784
N -3.229 4.948 6.485 0.02 0.94 0.31 -0.3495
C -2.201 5.301 7.288 -0.57 -0.43 -0.55 -0.2499
C -1.998 6.588 7.758 -0.25 0.20 -0.13 -0.6412
C -2.899 7.578 7.379 0.02 0.01 0.03 -0.2643
C -3.966 7.245 6.550 0.20 0.03 0.15 -0.4771
C -4.088 5.929 6.135 0.51 -0.71 0.19 -0.1877
H -1.524 4.495 7.553 -0.12 0.30 -0.10 0.6975
H -1.156 6.815 8.403 -0.06 -0.05 -0.06 0.3627
H -2.771 8.599 7.726 -0.02 -0.11 -0.04 0.3724
H -4.686 7.993 6.237 0.06 -0.08 0.02 0.3618
H -4.907 5.619 5.491 0.04 0.07 0.03 0.3708
N -4.518 0.690 5.974 -0.88 -0.37 0.24 -0.3464
C -4.964 -0.578 5.835 0.34 0.87 0.08 0.0105
C -6.259 -0.976 6.124 -0.13 0.17 0.07 -0.5746
C -7.154 -0.017 6.588 -0.03 0.02 0.01 -0.2447
C -6.724 1.297 6.743 -0.07 -0.35 -0.06 -0.5154
C -5.410 1.599 6.425 0.70 -0.35 -0.30 -0.1812
H -4.228 -1.290 5.473 -0.08 -0.01 0.03 0.3261
H -6.563 -2.008 5.991 0.04 0.09 0.01 0.3614
H -8.178 -0.291 6.826 0.12 0.02 -0.03 0.3745
H -7.397 2.067 7.103 0.09 -0.05 -0.04 0.3708
H -5.028 2.611 6.526 0.02 -0.03 0.01 0.4445
```
Forces are in eV/Å.

The HOMO-LUMO gap is 8.22 eV. The HOMO energy is -10.79 eV. Its energy is -3148.25091 Ha. Its net charge is +1.

***

ORCA calculation (the ωB97M-V functional and the def2-TZVPD basis) on a gas-phase ion, C6H11N2S (charge +1) at a distorted geometry.

XYZ file:
```
20
Properties=species:S:1:pos:R:3:forces:R:3:mulliken_charge:R:1
C 2.185 0.495 0.436 -3.13 0.25 1.34 -0.3459
C 1.374 1.513 0.804 1.41 1.25 -0.26 -0.2566
C 0.712 -1.398 0.159 -0.52 3.98 -0.46 0.9790
C -0.802 0.388 -0.061 2.05 -1.77 0.12 0.0278
C 0.016 -2.721 -0.095 1.48 1.18 2.26 -1.1795
C -0.909 0.910 -1.484 -2.82 0.15 1.57 -1.4587
N 1.822 -0.855 0.343 -1.67 -2.00 -0.70 -0.5353
N -0.118 1.437 0.910 1.27 -4.42 1.99 -0.0910
S -2.271 -0.286 0.681 1.34 -0.24 1.15 -0.1588
H 3.204 0.698 0.449 1.65 0.12 -0.21 0.4688
H 1.919 2.488 1.151 -1.64 -1.73 -0.94 0.3087
H -0.551 -3.041 0.812 0.31 0.39 -0.71 0.3375
H 0.906 -3.339 -0.161 -0.26 -0.79 -0.56 0.3927
H -0.630 -2.654 -0.946 -0.11 -0.08 -0.53 0.3326
H -1.304 0.115 -2.122 -0.54 0.13 0.27 0.3820
H -0.018 1.107 -1.958 2.34 0.96 -0.60 0.4165
H -1.605 1.825 -1.471 0.89 -1.20 -0.46 0.3933
H -0.249 0.968 1.901 -0.21 1.41 -2.11 0.4704
H -0.588 2.302 0.898 -0.58 1.68 0.03 0.3535
H -3.092 0.048 -0.245 -1.27 0.72 -1.20 0.1631
```
Forces are in eV/Å.

The HOMO-LUMO gap is 7.92 eV. The HOMO energy is -11.91 eV. Its energy is -742.51255 Ha. Its net charge is +1.